Computed, not measured: a structure of composition C17H20ClHoN2OS3Sb at a distorted geometry, with ωB97M-V/def2-TZVPD.

Calculated total energy ... -100352.741 eV
Expectation value of S² ... 8.76
Gap between HOMO and LUMO (spin up / spin down) ... 0.16695 / 0.21887 Ha
LUMO energy (spin up / spin down) ... 4.55 / 4.54 eV
ΔE to the lowest compared entry with this formula, charge and spin ... 0.000 eV

Geometry as ORCA input:
```
! wB97M-V def2-TZVPD RIJCOSX def2/J DEFGRID3
* xyz -2 6
Ho -0.01428 -2.03745 0.60146
S 2.35567 -1.79020 1.92805
Sb 1.77089 -2.91386 3.97187
S 1.86616 -5.60388 1.33182
S -0.47051 -3.04610 3.23952
C -3.39308 2.28398 -1.51726
C -2.90699 1.22879 -0.55880
C -2.11987 1.75384 0.61650
C -2.67648 2.69480 1.46733
C -2.00174 3.10864 2.61141
C -0.69063 2.73040 2.83825
C -0.07741 1.81742 2.00087
C 1.39613 1.53648 2.21738
C 2.30477 2.45457 1.36908
C -0.80637 1.35305 0.85927
N -0.16828 0.45469 0.01242
C 0.05875 0.82583 -1.24737
C 0.33419 -0.14369 -2.23435
C 0.28399 -0.08024 -3.67191
C 0.41874 -1.37844 -4.10818
C 0.53460 -2.17685 -2.97387
N 0.50124 -1.44870 -1.84944
H -4.05798 1.85857 -2.26813
H -2.54341 2.75790 -2.05670
H -3.88267 3.12423 -1.00688
H -2.31268 0.44976 -1.03663
H -3.75587 0.71506 -0.11985
H -3.70337 3.09722 1.26484
H -2.47218 3.84462 3.24961
H -0.13372 3.18986 3.63985
H 1.61123 0.49900 1.95108
H 1.54105 1.64189 3.29627
H 2.23705 2.20551 0.28508
H 3.33126 2.41561 1.73147
H 1.99941 3.56033 1.46083
H -0.17570 1.83713 -1.62540
H 0.16537 0.81326 -4.26391
H 0.44862 -1.68366 -5.17137
H 0.51878 -3.27184 -2.96672
C 3.26718 -4.36192 -0.60796
C 1.90323 -4.50613 0.06584
O 0.90557 -3.83867 -0.30628
H 3.59009 -5.38144 -0.94499
H 4.02323 -3.90186 0.03567
H 3.23360 -3.69376 -1.48139
Cl -2.23758 -2.99370 -0.02839
*
```

In the Löwdin picture, each atom carries the following charge in e: Ho 0.76; S -0.32; Sb 0.16; S 0.46; S -0.46; C -0.11; C -0.21; C -0.18; C -0.07; C -0.11; C -0.07; C -0.16; C -0.23; C -0.09; C -0.20; N -0.03; C -0.08; C -0.34; C -0.08; C -0.14; C -0.18; N -0.03; H 0.07; H 0.07; H 0.06; H 0.09; H 0.12; H 0.12; H 0.08; H 0.10; H -0.04; H 0.11; H 0.07; H 0.05; H 0.08; H 0.14; H 0.08; H 0.09; H 0.11; C -0.16; C -1.08; O -0.37; H 0.06; H 0.05; H 0.06; Cl -0.26